Formula: C8H11NOS
Source: the OMol25 dataset
Level of theory: ωB97M-V/def2-TZVPD

```
22
Properties=species:S:1:pos:R:3:forces:R:3
N 0.1045 -0.8487 1.5710 -0.2 5.5 0.0
C -0.9637 -0.1598 0.9200 0.7 -2.2 -1.2
C -0.9717 1.2136 0.7037 -0.2 1.4 0.4
C -2.1057 1.7432 0.0567 -0.3 -2.7 0.0
C -3.1342 0.8800 -0.4239 -0.5 3.0 -0.2
C -2.9924 -0.4866 -0.3690 -0.9 -1.3 -0.3
C -1.8708 -1.0182 0.2290 1.5 -0.7 1.9
H 0.3125 -0.3669 2.4423 0.5 -0.1 -0.3
H -0.0054 -1.7597 1.7593 -0.9 -4.0 0.5
H -0.1592 1.9241 1.0660 -1.1 -1.2 -0.3
H -2.2448 2.7711 -0.0802 0.1 1.4 -0.1
H -4.0577 1.4432 -0.8286 1.5 -1.5 0.5
H -3.7949 -1.1604 -0.7369 0.7 0.6 0.1
H -1.5475 -2.1184 0.4186 -1.5 1.8 -0.9
C 1.7625 0.0030 -1.0363 2.0 -1.8 1.9
C 2.5334 0.4412 0.1953 0.2 0.9 0.9
O 2.7019 -0.1611 1.2176 0.2 0.9 -1.4
S 3.2026 2.2714 0.0018 -0.2 -1.5 -0.1
H 0.8425 -0.4029 -0.7090 -0.9 -0.6 0.4
H 1.5851 0.8167 -1.6365 -0.2 1.5 -1.8
H 2.3878 -0.8208 -1.4322 -0.5 0.5 -0.4
H 3.4025 2.1052 -1.3279 -0.1 0.2 0.4
```
Positions in Å, forces in eV/Å.

Output
Structure (SMILES)   Nc1ccccc1.CC(=O)S
LUMO energy   0.741 eV
Total charge   0
Relative energy (zero: lowest compared OMol25 entry of this formula, charge and spin)   25.1 kcal per mole

natural (NBO) population analysis, charges in e, atoms 1 to 5:
1 N -0.80
2 C 0.16
3 C -0.29
4 C -0.18
5 C -0.26